# C11H16BN2O5S

A 2-piece molecular cluster, C11H16BN2O5S overall (the ωB97M-V functional and the def2-TZVPD basis, the OMol25 dataset).

Last column: Löwdin charge in e.
Atoms and positions in Å:
C1 -0.36515 2.78663 -2.94477  -0.0714
C2 0.25322 1.86977 -1.90918  -0.3016
C3 1.54260 2.06791 -1.44123  -0.0633
C4 2.11199 1.19816 -0.50972  -0.0438
C5 1.40960 0.09886 -0.02208  -0.2387
C6 2.01550 -0.88718 0.92789  -0.1035
B1 2.56095 -2.25309 0.15420  -0.6561
N1 3.86141 -2.06224 -0.62760  0.0561
O1 1.43197 -2.78360 -0.79680  0.0200
C7 1.53239 -2.56825 -2.03865  -0.4772
N2 1.60509 -2.32562 -3.17038  0.0900
C8 0.09449 -0.07210 -0.47984  -0.0481
C9 -0.47426 0.78895 -1.40624  -0.0600
H1 -1.02222 2.19982 -3.58772  0.0681
H2 0.42062 3.18951 -3.58536  0.0668
H3 -0.92467 3.60706 -2.49319  0.0667
H4 2.11151 2.91444 -1.81222  0.0989
H5 3.13258 1.37796 -0.19004  0.1033
H6 2.91752 -0.43521 1.35475  0.0876
H7 1.33546 -1.11864 1.74491  0.0673
H8 2.75190 -3.10880 1.01214  0.0809
H9 3.94406 -1.12248 -1.01010  0.0309
H10 4.63203 -2.14839 0.02451  0.0255
H11 -0.46696 -0.92464 -0.12129  0.1032
H12 -1.49154 0.60889 -1.74056  0.0991
C10 -3.31807 0.85542 1.60442  -0.1594
C11 -4.28023 -0.23651 2.03265  -0.1690
O2 -3.42922 -1.33346 2.37813  -0.1883
S1 -2.05334 -0.78324 2.99582  0.6041
O3 -2.12930 -0.81344 4.41423  -0.2250
O4 -0.98645 -1.38178 2.28998  -0.1970
O5 -2.22639 0.73314 2.52096  -0.1832
H13 -2.94089 0.69702 0.59199  0.1229
H14 -3.74591 1.85121 1.68497  0.1326
H15 -4.95710 -0.54214 1.23960  0.1323
H16 -4.85321 0.05606 2.91582  0.1293

Its spin multiplicity is 1. As for the gap between HOMO and LUMO: 6.59 eV. Its total charge is -1. The calculation puts the total energy at -36397.784 eV.



# C32H48ClN2O6PTi

C32H48ClN2O6PTi as an isolated structure (the ωB97M-V functional and the def2-TZVPD basis, the OMol25 dataset).

Last column: Löwdin charge in e.
Atoms and positions in Å:
Ti1 0.71990 -0.03744 0.91710  0.5575
P1 0.02845 0.34719 -2.16674  1.1306
Cl1 2.15005 1.86014 0.87746  0.0877
C1 -0.67136 1.35297 2.17582  -0.1311
H1 0.10141 2.11569 2.29885  -0.0079
H2 -1.70893 1.75515 2.05488  0.0792
C2 1.36641 -0.66918 -3.06916  -0.4200
C3 0.10151 2.13394 -2.78315  -0.4448
C4 2.77483 -0.13209 -2.78210  -0.2032
H3 1.26674 -1.64287 -2.55671  0.1013
C5 3.84854 -1.10171 -3.29377  -0.1928
H4 2.88915 0.84174 -3.27923  0.0982
H5 2.91394 0.06322 -1.70885  0.0992
C6 3.65496 -1.48425 -4.76271  -0.2120
H6 4.83332 -0.64601 -3.15948  0.1070
H7 3.82922 -2.01134 -2.68007  0.1181
C7 2.22169 -1.92041 -5.07044  -0.2011
H8 3.92962 -0.64011 -5.40693  0.1087
H9 4.34352 -2.29029 -5.03058  0.1011
C8 1.17905 -0.91736 -4.56750  -0.2164
H10 2.08957 -2.05653 -6.14939  0.1042
H11 2.03216 -2.89200 -4.59264  0.1155
H12 1.28309 0.03751 -5.10233  0.1004
H13 0.17475 -1.29408 -4.79552  0.0776
C9 -1.61724 -0.23424 -2.91379  -0.4119
C10 0.60342 2.41785 -4.20217  -0.2213
H14 -0.95952 2.43457 -2.73024  0.1061
C11 0.37794 3.90395 -4.50955  -0.2026
H15 1.67077 2.16320 -4.27052  0.1026
H16 0.08296 1.82237 -4.96191  0.0840
C12 1.09148 4.82843 -3.51648  -0.2125
H17 0.70367 4.12540 -5.53276  0.1037
H18 -0.70204 4.11111 -4.45962  0.1123
C13 0.77173 4.48271 -2.06001  -0.1972
H19 2.17758 4.76744 -3.66415  0.1107
H20 0.80631 5.86429 -3.72046  0.0992
C14 0.89553 2.98257 -1.79442  -0.2949
H21 1.44922 5.01921 -1.38705  0.1097
H22 -0.24622 4.81570 -1.81887  0.1119
H23 1.95206 2.69010 -1.85800  0.0879
H24 0.58740 2.76494 -0.76556  0.0219
C15 -1.76520 -1.76391 -2.95161  -0.2104
H25 -2.31607 0.14628 -2.14543  0.1151
C16 -3.17109 -2.18510 -3.40220  -0.1964
H26 -1.02637 -2.19643 -3.64125  0.1000
H27 -1.53732 -2.17156 -1.96090  0.0837
C17 -3.62585 -1.51415 -4.70581  -0.2114
H28 -3.19919 -3.27344 -3.52414  0.1051
H29 -3.88275 -1.92871 -2.60556  0.1131
C18 -3.40620 0.00069 -4.69348  -0.2045
H30 -3.09634 -1.95747 -5.56080  0.1093
H31 -4.68964 -1.71970 -4.86863  0.1004
C19 -1.99380 0.39668 -4.26105  -0.2223
H32 -3.60153 0.41698 -5.68821  0.1049
H33 -4.12097 0.46715 -4.00101  0.1138
H34 -1.27011 0.08057 -5.02807  0.0980
H35 -1.94673 1.49060 -4.21768  0.0918
C20 -0.19493 -1.60792 0.14940  -0.2801
C21 -0.45260 0.05366 2.65428  -0.3594
H36 0.11404 -1.76946 -0.89837  -0.0501
C22 -1.62818 -0.75722 3.17291  -0.2038
H37 0.51628 -0.32756 3.03950  0.0761
C23 -1.35105 -2.26700 3.21034  -0.2125
H38 -1.86744 -0.43258 4.20663  0.1110
H39 -2.50959 -0.51293 2.56836  0.1109
C24 -1.58809 -2.98390 1.87278  -0.2197
H40 -0.32431 -2.44236 3.56164  0.1038
H41 -2.01868 -2.72223 3.95417  0.0987
C25 -0.39610 -2.89189 0.89212  -0.3240
H42 -1.79244 -4.04330 2.09308  0.0966
H43 -2.48245 -2.57738 1.39575  0.0993
H44 0.52929 -3.10243 1.46346  0.0896
H45 -0.44723 -3.71191 0.14502  0.0923
O1 4.13917 -2.01511 2.09565  0.0958
C26 3.12038 -1.41845 2.36488  -0.5243
O2 2.12078 -1.12334 1.51556  -0.2285
C27 2.82586 -0.97323 3.77382  -0.0958
C28 2.59996 0.36833 4.12648  0.0728
C29 2.22401 0.69309 5.44446  -0.1214
C30 2.20415 -0.27553 6.44874  0.0921
C31 2.46435 -1.60034 6.09158  -0.1244
C32 2.77430 -1.95484 4.76472  0.0908
N1 2.32146 -2.66710 7.05188  -0.3175
O3 2.10658 -2.40912 8.24980  0.0616
O4 2.41838 -3.82835 6.59155  0.0509
N2 1.74526 2.02290 5.72018  -0.3081
O5 1.61642 2.81251 4.75170  0.0665
O6 1.46181 2.32078 6.89338  0.0563
H46 2.69558 1.16682 3.40276  0.0782
H47 1.86548 -0.01789 7.44633  0.1286
H48 3.01318 -2.98971 4.51402  0.1410

Its expectation value of S² is 0.755. Its spin multiplicity is 2. As for the gap between HOMO and LUMO (spin up / spin down): 4.13 / 4.16 eV. Its total charge is -1. The calculation puts the total energy at -94150.844 eV.



# C23H27Cl2CoFN7O4S

C23H27Cl2CoFN7O4S as an isolated structure (the ωB97M-V functional and the def2-TZVPD basis, the OMol25 dataset).

Last column: Löwdin charge in e.
Atoms and positions in Å:
Co1 0.86430 -3.06174 1.86742  0.4497
C1 -2.39044 3.84154 2.59857  -0.0594
C2 -0.96797 3.32354 2.73888  -0.1825
N1 -0.80143 1.98305 2.17622  -0.0202
C3 -0.71837 0.92648 3.01063  0.0465
C4 -0.57876 -0.37357 2.63278  -0.0188
C5 -0.29536 -1.33125 3.77615  -0.5656
O1 -0.72183 -1.04164 4.88231  0.0559
O2 0.47124 -2.33105 3.52517  -0.0779
C6 -0.63395 -0.69931 1.24565  -0.3104
O3 -0.56544 -1.84508 0.76104  -0.0141
C7 -0.69881 0.45345 0.33623  -0.0710
C8 -0.57563 0.22440 -1.03259  0.0829
C9 -0.46674 1.27356 -1.89532  -0.1902
F1 -0.36491 1.02832 -3.22480  0.0588
C10 -0.44238 2.59659 -1.44221  -0.1473
C11 -0.60950 2.82798 -0.09147  0.0478
C12 -0.73816 1.76808 0.81232  -0.1505
N2 -0.19057 3.70835 -2.29288  -0.1116
C13 -1.18260 4.76046 -2.40441  -0.1218
C14 -0.43355 6.10419 -2.36509  -0.0701
N3 0.98489 5.83788 -2.79880  0.0495
C15 1.01306 4.93057 -3.99373  -0.0700
C16 0.54850 3.53545 -3.53280  -0.1297
H1 -2.46783 4.84476 3.01818  0.0806
H2 -3.08563 3.19440 3.13278  0.0867
H3 -2.70264 3.87944 1.55382  0.0651
H4 -0.68766 3.25730 3.78781  0.1263
H5 -0.24450 3.99400 2.27356  0.1135
H6 -0.73183 1.14611 4.07076  0.1497
H7 -0.53895 -0.79544 -1.38986  0.1387
H8 -0.55691 3.84757 0.26413  0.1114
H9 -1.88382 4.70892 -1.57621  0.1311
H10 -1.76230 4.67016 -3.33192  0.1364
H11 -0.38062 6.52029 -1.36094  0.1343
H12 -0.85113 6.84666 -3.04218  0.1349
H13 1.44898 5.34584 -2.03081  0.1855
H14 1.48223 6.70910 -2.97525  0.1850
H15 2.02271 4.91796 -4.39630  0.1373
H16 0.34578 5.37364 -4.73054  0.1355
H17 1.40677 2.89340 -3.34118  0.1417
H18 -0.03798 3.08481 -4.33773  0.1294
Cl1 4.27268 -4.43160 0.54969  0.5304
C17 4.13221 -5.30331 2.08052  -0.9627
Cl2 2.68480 -4.87426 3.01066  0.6392
H19 4.99642 -5.05686 2.68439  0.0295
H20 4.08614 -6.36319 1.86453  0.0265
C18 -2.28077 -6.34371 1.30256  0.0214
N4 -1.24759 -5.80216 0.41905  -0.0225
C19 -1.20476 -6.05919 -0.91300  -0.0194
C20 -0.29142 -5.48193 -1.72235  0.0187
C21 0.65460 -4.59823 -1.11705  -0.3447
N5 0.63809 -4.38339 0.18675  0.1492
C22 -0.34341 -4.91603 0.94790  -0.4786
O4 -0.40922 -4.54500 2.13252  0.0115
N6 1.59577 -3.97524 -1.82825  0.1989
H21 -2.80965 -7.13173 0.77379  0.0950
H22 -2.97233 -5.55556 1.59352  0.1082
H23 -1.81450 -6.74542 2.19786  0.1049
H24 -1.95179 -6.74776 -1.28254  0.1392
H25 -0.27559 -5.69255 -2.77994  0.1153
H26 1.68770 -4.11437 -2.81703  0.1185
H27 2.25401 -3.38727 -1.33991  0.0910
S1 2.75688 0.95680 0.75643  0.4929
C23 2.41207 -0.60629 1.09584  -0.8936
N7 2.14941 -1.72095 1.32669  0.0283

Its expectation value of S² is 0.793. Its spin multiplicity is 2. As for the gap between HOMO and LUMO (spin up / spin down): 6.40 / 6.39 eV. Its total charge is +1. The calculation puts the total energy at -119130.885 eV. The value obtained for the energy above the lowest of the compared OMol25 structures with the same formula, charge and spin is 9.18 kcal per mole.



# C3H9NO

A 2-piece molecular cluster, C3H9NO overall (the ωB97M-V functional and the def2-TZVPD basis, the OMol25 dataset).

Last column: Löwdin charge in e.
Atoms and positions in Å:
C1 0.00957 -1.88942 -0.86561  -0.0912
C2 -0.72665 -1.04299 0.15856  -0.2939
C3 -1.39338 1.05088 -0.58236  -0.0498
N1 -0.48834 0.38697 -0.02472  -0.0542
H1 -0.45807 -2.85550 -1.00855  0.0661
H2 1.01592 -2.10550 -0.51150  0.0717
H3 0.07680 -1.42339 -1.83956  0.0676
H4 -1.81355 -1.22403 0.21050  0.1008
H5 -0.36900 -1.32832 1.15523  0.1093
H6 -2.35988 0.65435 -0.90833  0.0814
H7 -1.17204 2.09948 -0.73484  0.0670
H8 1.41081 1.23928 0.64325  -0.0087
H9 2.23371 2.30412 1.37149  0.0231
O1 2.22535 1.36274 1.16906  -0.0892

Its spin multiplicity is 1. As for the gap between HOMO and LUMO: 11.13 eV. The calculation puts the total energy at -6793.774 eV. The value obtained for the energy above the lowest of the compared OMol25 structures with the same formula, charge and spin is 29.57 kcal per mole.



# C3H2O

A 2-piece molecular cluster, C3H2O overall (the ωB97M-V functional and the def2-TZVPD basis, the OMol25 dataset).

Last column: Löwdin charge in e.
Atoms and positions in Å:
C1 0.96261 -0.09418 -0.24436  -0.2600
C2 2.13984 -0.08504 0.30831  0.0911
C3 -0.31450 -0.06021 -0.17008  -0.2950
O1 -1.19028 0.70859 0.27997  0.0996
H1 -0.89368 -1.97567 -0.49258  0.2402
H2 -0.70398 1.50650 0.31874  0.1240

Its expectation value of S² is 2.110. Its spin multiplicity is 3. As for the gap between HOMO and LUMO (spin up / spin down): 5.73 / 7.29 eV. The calculation puts the total energy at -5179.842 eV. The value obtained for the energy above the lowest of the compared OMol25 structures with the same formula, charge and spin is 130.92 kcal per mole.



# CH7N4OS

A 2-piece molecular cluster, CH7N4OS overall (the ωB97M-V functional and the def2-TZVPD basis, the OMol25 dataset).

Last column: Löwdin charge in e.
Atoms and positions in Å:
C1 -0.74094 -0.78204 -0.27299  -0.3314
N1 -1.58895 -1.73438 -0.67696  0.1462
N2 2.01130 1.36053 0.99854  0.1162
N3 1.61248 -0.47338 -0.21355  0.1299
N4 1.91488 0.72701 -0.19121  -0.1459
O1 -1.04456 0.30913 0.23106  -0.3803
S1 -2.74396 0.74591 0.99096  0.7942
H1 -2.50537 -1.91203 -0.23668  0.1138
H2 -1.18919 -2.57873 -0.97695  0.0856
H3 1.76922 2.38060 1.08336  0.1601
H4 1.88349 0.53578 1.66784  0.1637
H5 1.83361 -0.90434 -1.14476  0.1357
H6 -3.11133 1.07818 -0.22999  -0.1598
H7 1.89932 1.24776 -1.02866  0.1721

Its spin multiplicity is 1. As for the gap between HOMO and LUMO: 7.47 eV. Its total charge is +1. The calculation puts the total energy at -19981.595 eV. The value obtained for the energy above the lowest of the compared OMol25 structures with the same formula, charge and spin is 78.26 kcal per mole.



> What is the spin multiplicity in the fifth record?

3